1.
This record from OMol25 describes a cluster of 2 separate species, CH2N2S2 in total. The level of theory is wB97M-V/def2-TZVPD.

```
7
Properties=species:S:1:pos:R:3:lowdin_charge:R:1
N -2.319 0.059 0.039 -0.058
H 3.102 -0.375 -0.212 -0.091
N -1.831 -0.959 -0.016 0.050
H -1.408 1.090 0.185 -0.109
S 1.844 -1.063 -0.042 0.696
C 0.500 -0.164 -0.002 -1.183
S 0.112 1.412 0.048 0.696
```

Calculated values
**Orbital gap**: 8.71 eV
**Maximum force**: 3.6 eV/A

***

2.
This record from OMol25 describes a cluster of 2 separate species, C4H13NO in total. The level of theory is wB97M-V/def2-TZVPD.

```
19
Properties=species:S:1:pos:R:3:lowdin_charge:R:1
H -1.805 -0.187 0.525 0.111
C 1.548 -0.564 -0.229 -0.170
H 0.722 0.117 2.234 0.066
H -0.606 1.279 1.919 0.079
H -1.368 -1.382 -1.714 0.051
H 2.162 0.233 0.233 0.069
H 1.809 -1.489 0.458 0.107
H -0.918 -0.269 2.893 0.076
C -0.371 0.194 2.061 -0.117
N 0.112 -0.272 -0.521 -0.235
H 0.068 -0.819 -2.585 0.071
H 2.101 -0.864 -1.156 0.071
H 0.004 3.122 -1.498 0.011
O -0.404 3.454 -0.722 -0.053
C -0.283 -1.280 -1.635 -0.119
H -1.308 3.245 -0.477 0.033
C -0.726 -0.455 0.741 -0.307
H -0.844 -1.612 0.949 0.126
H 0.106 -2.451 -1.475 0.131
```

Calculated values
**Orbital gap**: 9.75 eV
**SMILES**: CCN(C)C.O
**Maximum force**: 3.8 eV/A

***

3.
This record from OMol25 describes the molecule C2H6N2S3. The level of theory is wB97M-V/def2-TZVPD.

```
13
Properties=species:S:1:pos:R:3:lowdin_charge:R:1
H 0.483 -2.330 0.779 0.096
C 0.049 -1.417 0.255 -0.534
S 0.846 2.386 -0.739 0.571
N 0.746 1.011 0.701 -0.499
H 0.998 -0.088 -1.059 0.033
S -0.938 -1.852 -1.245 0.430
C 1.033 -0.234 -0.014 -0.306
H 0.296 3.140 0.181 -0.206
H -0.771 -1.080 0.948 0.048
S -2.022 -0.049 -1.337 0.348
H -2.883 -0.314 -0.369 -0.200
H 2.009 -0.431 0.247 0.092
N 0.153 1.258 1.652 0.127
```

Calculated values
**Orbital gap**: 8.50 eV
**Maximum force**: 2.6 eV/A

***

What is the formula in the third record?
C2H6N2S3

***

orbital gap of number 1 (CH2N2S2)?
8.71 eV

***

Which of these has the highest maximum force?
C4H13NO